[1]
Density functional theory data (ωB97M-V/def2-TZVPD) for a cluster of 2 separate species, CH3IO3S2 in total.

Computed properties:
- Electronic energy: -1359.5738 hartree
- Multiplicity: 3
- Expectation value of S²: 2.008
- HOMO (alpha / beta): -9.9632 / -10.2319 eV
- Orbital gap (alpha / beta): 10.0 / 6.5 eV

Atoms and positions in Å:
C  -0.338  -0.348  -0.496
O  0.665  -2.148  1.648
O  0.315  -2.185  -2.340
O  -1.280  -2.865  -0.640
S  1.416  -2.583  0.453
S  -0.153  -2.066  -0.930
I  4.174  0.658  -0.004
H  0.433  0.342  -0.959
H  -1.162  -0.232  -1.151
H  -0.657  -0.057  0.467


[2]
Density functional theory data (ωB97M-V/def2-TZVPD) for a cluster of 2 separate species, C4H7N6 in total.

Computed properties:
- Electronic energy: -484.7209 hartree
- Net charge: +1
- HOMO: -13.1873 eV
- Orbital gap: 8.6 eV

Atoms and positions in Å:
C  -0.599  1.131  -2.045
C  -0.768  -0.166  -2.554
C  -0.018  0.966  -0.797
C  0.818  -1.136  0.349
N  -0.359  -1.050  -1.687
N  1.526  -0.004  2.272
N  0.800  0.790  2.638
N  0.230  -0.395  -0.643
N  -0.166  1.608  2.514
N  0.720  -2.408  0.220
H  -0.744  2.039  -2.602
H  -1.476  -0.617  -3.314
H  0.030  1.780  -0.114
H  -0.484  2.226  3.357
H  -1.129  1.260  2.194
H  1.284  -3.072  0.789
H  0.334  -2.953  -0.576


Respective strongest force on any atom values: 0.0906, 0.1087 Eh/bohr.
Respective energy above the lowest of the compared OMol25 structures with the same formula, charge and spin values: 0.0, 98.3 kcal/mol.